The following is a quantum chemistry calculation of a molecular structure, B5CdF20 in a non-equilibrium geometry, from the Open Molecules 2025 dataset.

## Properties
HOMO level in eV: -4.01
Relative energy (zero: lowest compared OMol25 entry of this formula, charge and spin) in kJ/mol: 445.7
Total charge: -3
E_LUMO in eV: 2.8
Max |F| in hartree/bohr: 0.1056
E_tot in a.u.: -2290.42483

Last column: Mulliken charge in e.
Positions of all 26 atoms, in Å:
1 Cd 6.568 -1.608 -5.901  1.892
2 B 5.568 1.791 -6.094  0.662
3 F 4.569 2.418 -6.816  -0.400
4 F 6.240 2.663 -5.289  -0.379
5 F 4.898 0.797 -5.427  -0.428
6 F 6.427 1.148 -6.908  -0.409
7 B 9.994 -0.573 -4.836  0.627
8 F 10.533 0.549 -5.413  -0.394
9 F 8.870 -0.278 -4.151  -0.407
10 F 9.535 -1.446 -5.786  -0.404
11 F 11.024 -1.166 -4.096  -0.405
12 B 7.367 -4.211 -8.319  0.570
13 F 7.066 -4.605 -7.080  -0.412
14 F 7.073 -2.913 -8.381  -0.404
15 F 8.598 -4.493 -8.590  -0.342
16 F 6.574 -4.892 -9.115  -0.372
17 B 6.828 -3.702 -1.775  0.503
18 F 6.645 -3.314 -3.096  -0.290
19 F 6.618 -2.513 -0.948  -0.455
20 F 5.893 -4.631 -1.439  -0.370
21 F 8.106 -4.175 -1.660  -0.386
22 B 2.199 -2.450 -7.006  0.453
23 F 1.880 -3.239 -8.110  -0.423
24 F 3.465 -2.565 -6.456  -0.291
25 F 2.053 -1.130 -7.386  -0.419
26 F 1.291 -2.676 -6.109  -0.318